Density functional theory data (wB97M-V/def2-TZVPD) for 14 unconnected molecules or ions with the total composition C31H86F3O21 in a non-equilibrium geometry.

Last columns: bonded neighbours and bond lengths (Å).
Positions of all 141 atoms, in Å:
1 C -3.79418 -2.66922 3.43172  H3 1.094, O15 1.409, H49 1.095, H59 1.097
2 H -1.05669 3.90725 -3.93127  C25 1.100
3 H -2.76809 -2.95962 3.67630  C1 1.094
4 H 6.84156 0.91810 -2.86818  O30 0.959
5 H -2.19487 2.58926 1.54709  C38 1.099
6 H 2.71186 1.24298 3.81489  C16 1.096
7 H 2.02400 -0.54683 -2.37187  C128 1.092
8 H -1.25268 -1.90649 -4.34118  C134 1.086
9 H 2.87503 1.82691 1.24129  C50 1.100
10 O -4.27342 0.25386 -0.06354  H32 0.973, H89 0.961
11 O -3.58322 4.09652 -3.47496  C24 1.404, C87 1.407
12 O 3.32945 -1.91271 -0.07855  C20 1.410, H109 0.962
13 H -1.80215 -0.26197 -3.81177  C134 1.097
14 O -1.19174 4.91309 -2.16864  C25 1.416, C35 1.402
15 O -3.82810 -1.49377 2.65479  C1 1.409, H57 0.973
16 C 2.71663 2.07685 4.52580  H6 1.096, H39 1.101, H121 1.088, O139 1.399
17 H 2.34424 -5.60739 -7.31133  C74 1.097
18 H -7.55799 -2.57246 -3.94177  C47 1.089
19 O -4.44356 -3.02287 -0.87336  H51 0.960, H101 0.969
20 C 4.33395 -2.89098 -0.22776  O12 1.410, H110 1.092, H132 1.089, H137 1.102
21 O -0.37770 3.03159 2.49398  C38 1.401, C88 1.410
22 O 1.38347 -4.59260 -5.76626  C74 1.394, C90 1.405
23 C 6.27767 3.44918 2.09990  O69 1.414, H85 1.095, H99 1.101, C116 1.509
24 C -2.75335 3.21844 -2.75946  O11 1.404, C25 1.513, H44 1.098, H118 1.097
25 C -1.32442 3.69898 -2.88538  H2 1.100, O14 1.416, C24 1.513, H34 1.099
26 H -2.09837 -3.66367 0.92631  O82 0.971
27 H -0.60410 -3.39360 -2.50848  O108 0.965
28 H -2.12795 1.51572 6.04140  C123 1.098
29 O -0.08347 -0.96934 -0.75450  C33 1.404, C141 1.450
30 O 6.39364 0.07885 -2.74936  H4 0.959, C98 1.429
31 H 8.98470 2.13787 3.26558  C56 1.090
32 H -3.48578 -0.31729 -0.06665  O10 0.973
33 C 0.50232 0.27695 -1.02575  O29 1.404, H62 1.100, H81 1.097, C128 1.510
34 H -0.61652 2.94128 -2.52184  C25 1.099
35 C 0.03024 5.55210 -2.41959  O14 1.402, H72 1.097, H84 1.090, H112 1.098
36 H 3.10444 -4.50165 -4.60339  C90 1.097
37 H 2.67202 -3.70108 -2.19654  C41 1.101
38 C -1.16405 2.90990 1.34102  H5 1.099, O21 1.401, H55 1.097, H131 1.090
39 H 2.91650 1.60001 5.49836  C16 1.101
40 H 3.35265 0.15654 1.79748  C50 1.085
41 C 1.63889 -3.97999 -2.45758  H37 1.101, H92 1.095, H125 1.086, O127 1.412
42 H -3.99597 0.34346 -4.39272  C45 1.099
43 F 0.36097 -3.10517 1.10483  C67 1.339
44 H -2.97946 3.21943 -1.68545  C24 1.098
45 C -3.97386 -0.37850 -5.22056  H42 1.099, H63 1.105, C71 1.498, O113 1.402
46 H -5.24603 2.83571 -3.47108  C87 1.097
47 C -7.19963 -2.05430 -4.82952  H18 1.089, O52 1.410, H61 1.094, H96 1.098
48 H -1.38697 -0.55280 -5.48506  C134 1.105
49 H -4.35194 -3.52475 3.03753  C1 1.095
50 C 3.65638 1.05326 1.26761  H9 1.100, H40 1.085, O54 1.408, H95 1.098
51 H -4.99369 -2.30436 -1.19398  O19 0.960
52 O -5.94746 -1.50034 -4.49244  C47 1.410, C71 1.417
53 H 4.31622 0.44805 -3.01148  C98 1.093
54 O 4.84006 1.57393 1.82570  C50 1.408, C116 1.405
55 H -0.78749 2.15770 0.63698  C38 1.097
56 C 8.42456 3.01833 2.94993  H31 1.090, O69 1.400, H114 1.098, H135 1.097
57 H -3.15949 -1.56886 1.95238  O15 0.973
58 H -2.66999 -1.09727 5.41155  C73 1.096
59 H -4.29789 -2.42274 4.37407  C1 1.097
60 H 0.69680 1.26565 2.53136  C88 1.097
61 H -7.12049 -2.75491 -5.66568  C47 1.094
62 H -0.27480 1.04625 -1.14190  C33 1.100
63 H -3.55986 0.13501 -6.10667  C45 1.105
64 H -0.53537 1.78443 7.98542  C140 1.101
65 H 0.44881 1.15660 5.14527  C122 1.093
66 H -5.19242 4.04511 -2.17514  C87 1.097
67 C 0.03433 -1.86729 1.49584  F43 1.339, F107 1.351, F133 1.345, C141 1.542
68 H 0.84287 -6.32333 -6.70031  C74 1.089
69 O 7.39250 2.57973 2.11260  C23 1.414, C56 1.400
70 H -1.50947 -2.74450 -1.46615  O108 0.971
71 C -5.33462 -0.87233 -5.60541  C45 1.498, O52 1.417, H77 1.099, H94 1.101
72 H 0.10435 6.02216 -3.40759  C35 1.097
73 C -1.59242 -0.89967 5.41340  H58 1.096, H124 1.085, H129 1.095, O136 1.417
74 C 1.73966 -5.77647 -6.41136  H17 1.097, O22 1.394, H68 1.089, H75 1.100
75 H 2.28366 -6.45105 -5.73376  C74 1.100
76 C 1.91219 -2.71156 -4.41291  C90 1.514, H115 1.089, H117 1.103, O127 1.411
77 H -6.00351 -0.09604 -6.00170  C71 1.099
78 H -0.91948 -0.06393 0.85555  C141 1.111
79 H -3.10365 0.45793 7.05692  C123 1.099
80 O -2.02650 -1.64402 0.23601  C141 1.328
81 H 1.22112 0.63969 -0.28046  C33 1.097
82 O -2.18288 -4.62987 0.97464  H26 0.971, H119 0.961
83 H -1.56957 0.79908 11.26070  C93 1.090
84 H 0.14386 6.33798 -1.67262  C35 1.090
85 H 5.93943 3.70650 3.10894  C23 1.095
86 H -0.45706 1.87152 10.45496  C93 1.100
87 C -4.94892 3.86389 -3.22910  O11 1.407, H46 1.097, H66 1.097, H91 1.089
88 C -0.08427 1.79044 3.09491  O21 1.410, H60 1.097, C122 1.511, H130 1.099
89 H -4.65551 0.13874 -0.93776  O10 0.961
90 C 2.45803 -3.86825 -5.22333  O22 1.405, H36 1.097, C76 1.514, H106 1.099
91 H -5.51724 4.55317 -3.85102  C87 1.089
92 H 1.73071 -4.95038 -2.95760  C41 1.095
93 C -1.49305 1.50352 10.43303  H83 1.090, H86 1.100, O103 1.399, H105 1.097
94 H -5.24110 -1.61967 -6.40838  C71 1.101
95 H 3.75899 0.75815 0.21551  C50 1.098
96 H -7.90625 -1.24271 -5.04942  C47 1.098
97 H 0.47619 -0.18640 -3.13216  C128 1.093
98 C 5.07546 0.29507 -2.24086  O30 1.429, H53 1.093, H100 1.090, H138 1.087
99 H 6.59598 4.37347 1.59353  C23 1.101
100 H 5.15353 1.12168 -1.53519  C98 1.090
101 H -3.66845 -2.58316 -0.49313  O19 0.969
102 H -2.10722 2.52717 8.18517  C140 1.101
103 O -1.81347 0.79601 9.26938  C93 1.399, C140 1.410
104 H 5.44766 2.76169 0.23563  C116 1.098
105 H -2.16191 2.36207 10.56770  C93 1.097
106 H 3.06186 -3.43821 -6.03408  C90 1.099
107 F -0.66355 -1.98225 2.64718  C67 1.351
108 O -1.46563 -3.49170 -2.08405  H27 0.965, H70 0.971
109 H 2.44049 -2.27297 -0.00245  O12 0.962
110 H 5.11918 -2.68190 0.50227  C20 1.092
111 H 4.27820 3.48482 1.37724  C116 1.100
112 H 0.86180 4.84481 -2.30284  C35 1.098
113 O -3.14523 -1.45674 -4.87847  C45 1.402, C134 1.404
114 H 8.04426 3.49670 3.86274  C56 1.098
115 H 1.33970 -2.05020 -5.06206  C76 1.089
116 C 5.16107 2.83375 1.29297  C23 1.509, O54 1.405, H104 1.098, H111 1.100
117 H 2.79565 -2.18503 -4.01409  C76 1.103
118 H -2.81162 2.19157 -3.13985  C24 1.097
119 H -1.89772 -4.84739 1.86640  O82 0.961
120 H 1.58289 1.06335 -2.82307  C128 1.097
121 H 3.56881 2.71107 4.29001  C16 1.088
122 C 0.34261 2.04789 4.52137  H65 1.093, C88 1.511, H126 1.092, O139 1.428
123 C -2.07755 0.81185 6.88242  H28 1.098, H79 1.099, O136 1.409, C140 1.498
124 H -1.00825 -1.80741 5.30380  C73 1.085
125 H 1.07553 -4.09736 -1.53634  C41 1.086
126 H -0.38140 2.72852 4.97527  C122 1.092
127 O 1.07562 -3.01268 -3.31751  C41 1.412, C76 1.411
128 C 1.18255 0.14850 -2.36826  H7 1.092, C33 1.510, H97 1.093, H120 1.097
129 H -1.47681 -0.26702 4.52716  C73 1.095
130 H -0.97643 1.14921 3.10647  C88 1.099
131 H -1.17899 3.86211 0.81166  C38 1.090
132 H 4.03831 -3.93783 -0.28118  C20 1.089
133 F 1.17558 -1.22357 1.80084  C67 1.345
134 C -1.83887 -1.02854 -4.59584  H8 1.086, H13 1.097, H48 1.105, O113 1.404
135 H 9.10989 3.74202 2.49113  C56 1.097
136 O -1.20476 -0.26250 6.61825  C73 1.417, C123 1.409
137 H 4.85111 -2.71622 -1.18521  C20 1.102
138 H 4.79055 -0.61013 -1.71044  C98 1.087
139 O 1.53737 2.83026 4.54267  C16 1.399, C122 1.428
140 C -1.60547 1.55149 8.09702  H64 1.101, H102 1.101, O103 1.410, C123 1.498
141 C -0.83653 -1.10505 0.47676  O29 1.450, C67 1.542, H78 1.111, O80 1.328

## Properties
Net charge   -1
Orbital gap   8.36 eV
DFT total energy   -84685.588 eV

Results of the Mulliken charge analysis, in e, for atoms 1 through 6: -0.53, 0.45, 0.05, 0.31, 0.35, 0.10